DFT (the ωB97M-V functional and the def2-TZVPD basis) results for C9H18FN2 as an isolated structure in a non-equilibrium geometry.

Structure (XYZ):
```
30
Properties=species:S:1:pos:R:3:forces:R:3
C 0.100573 -0.543191 -0.247927 -2.4 3.6 -1.8
C -0.928491 1.689923 -0.441391 1.4 1.8 0.4
C 0.636721 1.642297 -0.698241 -0.2 1.7 -1.0
C -2.539141 0.069173 1.237093 -0.2 -1.5 -1.8
C -2.910411 -1.501573 -0.868251 -3.4 3.5 1.4
C 3.242096 -0.366361 -1.103388 -0.3 0.2 -1.4
C 2.494339 -0.962654 1.348396 2.7 4.0 1.9
C -2.644315 -0.020770 -0.334504 0.4 -1.1 1.8
C 2.541469 -0.007260 0.152121 -1.0 1.4 0.7
N -1.435653 0.452652 -0.916349 3.6 -2.0 0.0
N 1.082786 0.289320 -0.298014 -1.1 -1.0 0.7
F 0.200200 -1.775605 0.015899 0.0 -0.6 0.0
H -1.192822 1.933937 0.611098 0.6 -0.5 -0.3
H -1.341903 2.590083 -0.952432 0.2 -0.9 -0.4
H 0.830661 1.764121 -1.898450 -0.2 -0.1 3.2
H 1.169629 2.428923 -0.003311 -0.9 -1.5 -1.8
H -1.531627 -0.274915 1.498375 -0.4 -0.6 0.4
H -2.631978 1.015376 1.670639 -0.2 1.7 0.2
H -3.386978 -0.473857 1.613894 0.1 -0.8 0.6
H -4.027132 -1.627344 -0.697265 1.3 -0.3 -0.1
H -2.393644 -2.212502 -0.304364 1.0 -1.1 0.6
H -2.781816 -1.496277 -1.910221 0.6 -0.3 -1.3
H 2.885381 0.466945 -1.757448 0.7 -1.1 -0.4
H 4.329432 -0.383679 -1.143733 0.0 0.2 0.6
H 2.893898 -1.350668 -1.436484 0.0 0.3 -0.3
H 1.761680 -0.476217 2.081642 0.9 -1.5 -0.8
H 3.578140 -0.859635 1.841917 -2.3 -0.2 -0.9
H 2.418873 -1.965395 1.086770 -0.7 -1.7 -0.3
H -3.382430 0.752133 -0.588150 -0.2 -0.5 -0.6
H 2.803108 1.057308 0.400078 0.2 -1.2 0.5
```
Positions in Å, forces in eV/Å.

Summary:
HOMO   -13.47 eV
Orbital gap   9.92 eV
Charge   +1
DFT total energy   -562.71523 Ha

---

DFT (the ωB97M-V functional and the def2-TZVPD basis) results for a 2-piece molecular cluster, C3H5O3S2 overall in a non-equilibrium geometry.

Structure (XYZ):
```
13
Properties=species:S:1:pos:R:3:forces:R:3
C 0.973876 -0.624931 0.868576 1.0 -4.4 -0.6
C 0.584952 -0.100525 -0.246379 -0.2 2.2 -2.1
C -2.112737 0.764841 -1.011521 -0.8 1.8 0.2
O -2.024635 3.026720 0.158458 0.2 0.6 -0.2
O -0.589414 2.856331 -1.851789 -0.9 0.1 0.2
O -3.078797 2.856375 -2.055619 0.5 0.7 0.0
S -2.497917 -0.181493 -2.200627 0.0 -1.4 -1.7
S -1.897458 2.631716 -1.237336 0.1 -2.0 0.6
H 1.276491 -1.715469 0.930258 -0.7 1.2 0.1
H 1.170422 -0.071968 1.708658 0.3 1.4 1.9
H 0.392985 -0.458201 -1.267078 0.2 -0.7 0.9
H -2.437886 0.430164 -0.041579 0.6 0.3 0.8
H 0.538072 0.981068 -0.241889 -0.5 0.3 -0.1
```
Positions in Å, forces in eV/Å.

Summary:
HOMO   -4.63 eV
Orbital gap   7.88 eV
Charge   -1
DFT total energy   -1139.39535 Ha

---

DFT (the ωB97M-V functional and the def2-TZVPD basis) results for C13H36Cu3O15 as an isolated structure in a non-equilibrium geometry.

Structure (XYZ):
```
67
Properties=species:S:1:pos:R:3:forces:R:3
Cu 0.256452 0.355798 -2.499728 -0.3 0.4 0.6
Cu -3.198098 -1.743340 -1.549610 0.9 0.5 1.1
Cu -0.348483 -0.977491 3.143480 0.8 -0.1 -1.3
C -0.503794 -0.639493 -0.065473 0.5 -0.6 0.1
O 0.326858 0.340671 0.024247 -0.7 -0.9 -0.2
O -0.518773 -1.599916 0.780093 -0.1 0.9 0.7
O -1.261343 -0.730076 -1.123357 -0.5 -0.1 -0.5
C 3.452024 -1.834123 -0.371443 0.2 -0.5 -0.4
C 2.703002 -1.385195 -1.595305 -0.7 0.7 -1.1
O 3.535227 -1.310723 -2.767434 0.0 -0.5 0.8
O 4.604364 -1.064924 -0.143473 0.1 -0.2 0.4
H 3.752485 -2.874823 -0.530520 0.4 0.2 -0.2
H 2.804891 -1.938676 0.511737 -0.2 0.5 -0.1
H 2.311282 -0.351915 -1.484551 -0.1 -0.1 0.6
H 1.845267 -2.050682 -1.772995 0.1 -0.1 0.1
H 3.014179 -0.870314 -3.440184 0.1 -0.1 -0.2
H 4.423012 -0.121638 -0.218856 -0.1 0.0 0.0
C 0.056113 3.692421 1.471845 -0.4 0.2 -1.2
C 0.821182 3.822335 0.145653 0.3 -0.2 0.1
O 1.613331 2.687983 -0.158978 0.6 0.1 0.2
O -0.720934 2.483803 1.490585 0.0 0.1 0.1
H -0.653236 4.522514 1.480691 0.0 0.0 0.3
H 0.718460 3.786440 2.332996 0.0 -0.3 0.0
H 1.517006 4.660387 0.211148 -0.1 0.0 0.1
H 0.165985 4.022225 -0.710946 -0.3 0.1 0.3
H 1.090575 1.880901 -0.222059 -0.1 0.1 -0.1
H -0.304620 1.841996 0.895436 0.1 -0.1 0.3
C 2.111278 0.824108 2.913772 2.2 1.7 -1.5
C 3.506372 0.752781 3.530882 -0.3 -1.5 0.4
O 4.478783 0.200977 2.653947 -0.7 0.5 -0.1
O 1.683441 -0.448806 2.415214 -1.4 -0.6 1.1
H 2.289859 1.429761 2.014009 -0.5 0.2 0.1
H 1.491820 1.417411 3.592159 -0.7 -0.7 -0.1
H 3.443786 0.083106 4.403678 0.1 0.4 0.2
H 3.808631 1.751287 3.839211 0.0 0.0 0.0
H 3.998714 -0.423089 2.093141 0.5 -0.2 0.0
H 1.369309 -0.370142 1.486265 0.1 0.4 0.2
C -4.091546 0.889471 1.382903 -0.2 0.6 0.8
C -3.512928 -0.446806 1.759699 -0.2 -1.2 1.4
O -4.082289 -1.458296 0.934720 0.1 -0.1 -1.8
O -3.451064 1.539841 0.304690 0.2 -0.3 0.0
H -4.111540 1.508112 2.292048 0.5 0.1 -0.1
H -5.157718 0.803831 1.171575 0.1 -0.4 -0.4
H -3.763177 -0.718199 2.797736 -0.6 0.4 -0.1
H -2.414780 -0.493822 1.837157 0.1 0.3 -0.9
H -3.803745 -2.372987 1.077746 0.4 0.2 0.7
H -2.573537 1.808219 0.621153 -0.1 0.3 0.0
C -1.034531 -4.890028 0.314617 -1.2 -0.1 -0.4
C -0.999691 -4.762830 -1.205582 -0.5 0.6 0.3
O -0.341996 -3.571064 -1.623974 0.3 -0.3 -0.5
O -1.903703 -3.886207 0.862520 -0.2 0.6 -0.2
H -0.076732 -4.836407 0.831525 0.2 -0.2 -0.3
H -1.565999 -5.822629 0.517086 0.4 -0.1 0.3
H -2.049422 -4.715357 -1.541093 0.0 0.0 0.2
H -0.610163 -5.633272 -1.732432 0.6 0.2 0.2
H -0.532028 -2.851656 -1.011801 -0.1 -0.1 0.1
H -1.503860 -2.997970 0.723274 0.2 -0.4 0.3
C -0.891854 2.914403 -3.834693 -0.9 0.3 1.1
C -1.917861 2.323663 -2.869494 0.2 0.4 -1.0
O -1.906631 0.917243 -3.095137 0.2 -0.5 0.4
O 0.425370 2.568393 -3.390761 0.1 -1.1 -0.2
H -0.998440 3.998095 -3.797210 0.3 0.1 -0.1
H -1.189150 2.568991 -4.824446 0.6 -0.1 -0.2
H -2.872283 2.764403 -3.169304 -0.2 -0.2 0.3
H -1.697600 2.535377 -1.823703 0.0 0.2 0.0
H -1.931993 0.463058 -2.228198 -0.2 0.2 -0.1
H 0.876479 2.032894 -4.055899 0.1 0.6 -0.3
```
Positions in Å, forces in eV/Å.

Summary:
HOMO   -12.36 eV
Orbital gap   7.96 eV
Charge   +1
DFT total energy   -6566.59875 Ha